[1]
Computed, not measured: a molecular structure, C4H12CdO5P2, with ωB97M-V/def2-TZVPD.

**Net charge**: +2
**Max |F|**: 0.1333 Eh/bohr
**Orbital gap**: 4.15 eV
**E_HOMO**: -16.41 eV

```
24
Properties=species:S:1:pos:R:3:forces:R:3:mulliken_charge:R:1
O -1.218 -1.090 2.622 -3.28 1.04 -5.27 -0.736
C -1.805 -0.919 1.427 -0.15 1.17 1.44 0.630
O -2.537 0.361 1.197 3.05 -4.55 -0.22 -0.347
C -1.682 -2.074 0.250 0.90 -0.18 0.05 -0.471
C -0.853 -1.469 -1.070 -0.22 0.07 -0.25 -0.488
C 0.785 -1.402 -0.795 -1.26 -1.66 -0.05 -0.488
P 1.326 0.451 -0.646 -0.54 -2.50 -1.47 -0.165
P 1.684 2.620 -0.356 3.09 6.08 -0.68 0.852
O 3.091 3.069 -0.917 -5.58 -2.10 2.09 -0.470
O 1.467 2.899 1.364 0.10 -2.65 -2.40 -0.379
O 0.318 3.416 -1.148 1.48 -3.42 2.94 -0.414
H -2.740 0.474 0.214 0.01 -0.63 1.56 0.407
H -1.014 -2.964 0.658 -1.65 1.95 -0.44 0.334
H -2.728 -2.523 -0.051 1.93 1.26 0.68 0.372
H -1.029 -2.143 -2.037 0.07 1.54 2.34 0.364
H -1.314 -0.390 -1.259 1.10 -2.21 -0.04 0.253
H 1.000 -1.977 0.224 -0.10 1.33 -1.66 0.118
H 1.381 -1.952 -1.647 -1.16 1.11 1.64 0.411
H 2.568 0.094 0.000 -0.26 0.39 0.33 0.281
H 0.059 0.668 0.063 0.50 0.05 0.54 0.004
H 1.335 0.580 -2.097 0.09 0.28 0.83 0.215
H 1.617 2.026 1.874 -0.05 2.00 -1.02 0.214
H -0.504 2.943 -0.767 1.41 1.43 -0.81 0.332
Cd 0.794 -0.699 2.898 0.52 0.20 -0.15 1.174
```
Forces are in eV/Å.

[2]
Computed, not measured: C8H8 in the gas phase, with ωB97M-V/def2-TZVPD.

**ΔE to the lowest compared entry with this formula, charge and spin**: 100.4 kcal per mole
**Max |F|**: 0.1292 Eh/bohr
**Structure (SMILES)**: C1=CC2C=CC1C=C2
**Orbital gap**: 9.01 eV
**E_HOMO**: -8.01 eV

```
16
Properties=species:S:1:pos:R:3:forces:R:3:mulliken_charge:R:1
C -0.010 -1.503 -0.399 1.85 -4.80 -3.31 -0.444
C -0.655 -0.757 -1.266 -1.36 1.04 0.07 -0.347
C -0.816 0.688 -0.703 2.10 0.14 -1.49 -0.229
C 0.673 1.169 -0.606 0.87 0.44 0.25 -0.504
C 1.288 0.267 0.115 6.12 1.41 -0.73 -0.415
C 0.587 -0.807 0.776 -0.23 -1.91 1.68 0.231
C -0.466 -0.072 1.473 -3.50 3.83 4.16 -0.393
C -1.232 0.799 0.703 -0.37 -2.28 2.40 -0.481
H 0.516 -2.543 -0.875 -1.73 2.66 1.95 0.174
H -0.990 -0.945 -2.328 0.48 -0.10 1.63 0.336
H -1.213 1.246 -1.477 -1.87 1.50 -0.91 0.534
H 1.241 2.120 -0.836 -1.37 -1.24 -0.51 0.336
H 2.423 0.212 0.130 -1.41 0.48 0.42 0.295
H 1.167 -1.436 1.520 -0.48 0.67 -1.37 0.397
H -0.413 0.115 2.767 -0.42 -1.05 -4.18 0.172
H -2.100 1.447 1.007 1.33 -0.79 -0.06 0.339
```
Forces are in eV/Å.

Question: E_HOMO of number 2 (C8H8)?
Answer: -8.01 eV